DFT (the ωB97M-V functional and the def2-TZVPD basis) results for a structure of composition C3H7BFInNO6.

XYZ file:
```
20
Properties=species:S:1:pos:R:3:forces:R:3:lowdin_spin:R:1
In 18.00050 3.70823 0.91349 -0.1820 -0.1839 -0.5868 0.2739
N 19.57605 0.74726 -0.52902 1.3221 3.1405 0.2367 -0.0391
O 19.07203 1.78360 -0.99957 0.6635 0.7590 -1.0017 0.2939
O 18.89900 0.12758 0.18714 -1.6849 -3.4262 2.0034 0.2913
O 20.79590 0.54228 -0.57563 -0.4188 -0.1786 -0.8681 0.5108
B 15.67326 1.69462 1.19823 3.3070 2.6474 -0.7744 -0.4310
H 15.61368 2.48395 0.46499 -0.1983 2.3050 -4.0724 -0.0481
H 16.71796 1.62211 1.45822 4.1348 0.1398 2.0791 -0.0241
H 15.07687 1.95837 2.05787 -3.0341 -0.9979 4.4738 -0.1837
H 15.22688 0.82028 0.75045 -3.8421 -3.6983 -1.6802 -0.2112
C 20.35948 8.97125 1.43951 -0.9739 0.6426 1.0419 0.0044
C 19.23403 9.14602 2.45813 0.7284 1.2888 -0.2436 0.0061
O 18.06976 8.54970 1.85395 0.0643 -2.4378 -2.5707 0.0251
C 18.54394 7.63043 0.95668 3.1240 1.9434 3.4474 0.0275
O 17.88984 6.63446 0.60247 -0.2632 0.0814 -0.3468 0.4531
O 19.90506 7.75294 0.81445 -1.8726 -1.4729 -1.1252 0.0409
F 19.02700 10.43487 2.56048 -0.6457 1.3622 0.4871 0.0064
H 21.32044 9.05794 1.94659 0.2200 -1.5103 -0.1914 0.0001
H 20.41572 9.78565 0.71722 -0.6813 -0.0915 -0.2203 0.0022
H 19.31773 8.72796 3.46129 0.2327 -0.3126 -0.0878 0.0014
```
Forces are in eV/Å.

Computed properties:
HOMO-LUMO gap (spin up / spin down)   6.78 / 4.76 eV
HOMO energy (spin up / spin down)   -0.705 / -0.699 Eh
E_LUMO (spin up / spin down)   -12.4 / -14.3 eV
2S+1   2
Total charge   +2



DFT (the ωB97M-V functional and the def2-TZVPD basis) results for an isolated molecule of C3H7BO2.

XYZ file:
```
13
Properties=species:S:1:pos:R:3:forces:R:3:mulliken_charge:R:1
B 1.33214 0.06235 0.04606 -4.6492 -2.1851 -1.9349 0.5171
C -1.21953 1.37444 -0.60873 0.9205 2.1137 -2.0540 -0.8602
C -0.61319 0.34196 -0.11149 4.5719 0.0198 2.1107 0.3511
C -1.36170 -0.79251 0.45664 2.3702 -0.9842 0.2623 -1.0868
O 1.57111 -1.22108 -0.54100 0.1666 2.0195 1.1588 -0.5302
O 2.23382 0.81224 0.65391 -1.5862 1.4497 0.6939 -0.3967
H -2.26646 1.32510 -0.72374 -1.3024 0.1916 0.0663 0.3078
H -0.72933 2.21731 -1.15640 -0.2885 -0.7568 0.7825 0.2352
H -0.78013 -1.56919 -0.06575 -0.8903 -0.9061 0.8293 0.2657
H -1.39598 -0.90635 1.55330 0.7687 0.0380 -0.3630 0.2253
H -2.35531 -0.79358 0.18456 -2.2534 -0.0213 -1.0448 0.4059
H 2.44597 -1.49241 -0.24434 0.1802 -0.4343 -0.2801 0.2728
H 3.13860 0.64172 0.55699 1.9919 -0.5445 -0.2270 0.2930
```
Forces are in eV/Å.

Computed properties:
SMILES   C=C(C)B(O)O
HOMO-LUMO gap   9.44 eV
HOMO energy   -0.341 Eh
E_LUMO   0.2 eV
2S+1   1



DFT (the ωB97M-V functional and the def2-TZVPD basis) results for an isolated molecule of C3H7BO2.

XYZ file:
```
13
Properties=species:S:1:pos:R:3:forces:R:3:mulliken_charge:R:1
B 1.05127 -0.12482 0.25305 2.3478 3.2596 1.9910 0.6101
C -0.97074 -1.39867 -0.38624 2.9822 1.9346 0.1060 -0.7475
C -0.40609 -0.17388 -0.15777 -3.3938 -1.2355 -1.0987 0.4228
C -1.32956 1.06538 -0.29450 1.2167 0.1821 1.6831 -1.1356
O 2.00138 -1.08739 0.06054 0.7732 -0.6374 0.0930 -0.6023
O 1.33822 1.15337 0.98136 1.1917 -1.9533 -0.9702 -0.5903
H -2.00703 -1.57431 -0.41822 -1.0938 -0.2852 -0.4133 0.3109
H -0.20499 -2.11295 -0.65066 -0.5066 -1.0280 0.5067 0.2688
H -0.66678 1.95666 -0.10433 -1.2910 -0.5906 -0.1088 0.2617
H -1.75671 1.09719 -1.26861 0.1670 0.0935 -1.1033 0.3403
H -2.25661 1.03275 0.32816 1.0332 0.1139 0.1865 0.3046
H 2.91621 -1.16746 0.44141 -1.8271 0.7398 -0.4331 0.2927
H 2.29143 1.33414 1.21581 -1.5995 -0.5934 -0.4387 0.2636
```
Forces are in eV/Å.

Computed properties:
SMILES   C=C(C)B(O)O
HOMO-LUMO gap   9.63 eV
HOMO energy   -0.341 Eh
E_LUMO   0.3 eV
2S+1   1



DFT (the ωB97M-V functional and the def2-TZVPD basis) results for an isolated molecule of C3H7BO2.

XYZ file:
```
13
Properties=species:S:1:pos:R:3:forces:R:3:mulliken_charge:R:1
B 1.52512 -0.04898 -0.57637 -0.9984 2.0542 -0.3327 0.3713
C -0.81300 1.32413 -0.16495 4.0408 -2.4925 2.3294 -1.0278
C -1.31665 0.01082 0.29814 -0.3439 -1.0301 -1.9040 -0.3213
C -0.21832 -1.18894 0.67860 -3.8848 1.2213 -1.1017 -0.3645
O 0.97342 -1.03016 0.08340 2.3652 -0.5599 -0.0337 -0.2452
O 2.78600 0.00580 -1.09688 0.0693 1.5463 0.2881 -0.5424
H -0.15406 1.88459 0.50351 -0.7686 0.2920 -0.1110 0.3217
H -1.07985 1.69151 -1.06926 -0.6954 1.2188 -2.5446 0.3478
H -1.98866 0.20743 1.10240 -0.2879 -0.4373 1.2344 0.3804
H -2.00917 -0.39959 -0.52718 1.1333 0.4029 1.1190 0.2242
H -0.21735 -1.31679 1.73348 0.7269 0.1144 0.9539 0.2833
H -0.64140 -2.07336 0.23811 -0.3967 -0.5465 0.0639 0.2342
H 3.15392 0.93353 -1.20300 -0.9595 -1.7837 0.0390 0.3382
```
Forces are in eV/Å.

Computed properties:
HOMO-LUMO gap (spin up / spin down)   7.58 / 7.42 eV
HOMO energy (spin up / spin down)   -0.271 / -0.260 Eh
E_LUMO (spin up / spin down)   0.2 / 0.4 eV
2S+1   1



DFT (the ωB97M-V functional and the def2-TZVPD basis) results for a cluster of 2 separate species, C3H7Br2N in total.

XYZ file:
```
13
Properties=species:S:1:pos:R:3:forces:R:3:mulliken_charge:R:1
C -0.84131 0.38079 0.58501 -1.4575 -0.1960 -2.3994 -1.0641
C 0.95470 -0.57944 -0.94473 -0.3938 -0.8125 -0.4104 -1.2043
C -0.22524 -0.98678 -0.03329 -0.4389 2.6449 -1.2285 0.2218
N -1.22856 -1.79073 -0.62232 -0.1741 -1.6457 0.3180 -0.3451
Br -2.02466 -1.28329 -2.13233 -0.3061 0.7192 -0.8483 0.0216
Br 0.86363 -3.88727 -1.70533 -0.3027 -0.0936 0.0860 -0.0579
H -2.00717 0.53259 0.39234 2.6121 -0.4457 -0.0689 0.2797
H -0.77203 0.45087 1.62334 0.4369 -0.2505 1.7768 0.3216
H -0.23818 1.21751 0.15321 -0.8765 -0.5256 0.2542 0.3184
H 0.47963 0.04774 -1.76500 1.3077 -0.8986 0.5939 0.3614
H 1.64079 -1.46966 -1.20269 -1.5385 1.4032 -0.2911 0.3069
H 1.57716 -0.00683 -0.28894 0.4281 0.8954 0.0870 0.3486
H 0.15412 -1.67499 0.64239 0.7033 -0.7944 2.1307 0.4916
```
Forces are in eV/Å.

Computed properties:
HOMO-LUMO gap (spin up / spin down)   6.06 / 8.48 eV
HOMO energy (spin up / spin down)   -0.342 / -0.352 Eh
E_LUMO (spin up / spin down)   -3.2 / -1.1 eV
2S+1   1



DFT (the ωB97M-V functional and the def2-TZVPD basis) results for a structure of composition C3H7BrClNO.

XYZ file:
```
14
Properties=species:S:1:pos:R:3:forces:R:3:mulliken_charge:R:1
C -0.78869 0.78978 1.08807 -3.0086 2.5039 1.0414 -1.3650
C -0.10786 -0.60862 -0.88492 -2.6117 -1.2442 -1.8250 -0.4327
C 0.23698 -0.11985 0.47631 1.7434 -0.9763 0.5085 0.5891
N 1.61179 0.46000 0.46663 1.0876 -0.7600 1.0652 -0.2923
O -1.48840 -1.11550 -0.89776 0.4477 0.6473 1.0569 -0.5242
Cl 1.85319 1.78770 -0.50444 -0.1741 1.3035 -0.9500 -0.0467
Br 3.05065 -0.85071 -0.00609 -1.3171 0.5807 0.3535 -0.0489
H -0.54123 1.41196 2.01001 0.5123 -1.2894 -1.0299 0.3814
H -1.78554 0.29519 1.37744 1.8160 -0.0644 -0.4686 0.3135
H -1.22962 1.61042 0.43064 1.0859 -1.0945 0.0709 0.3011
H -0.07589 0.17656 -1.62541 0.2086 0.7825 0.0609 0.3279
H 0.43136 -1.42422 -1.35145 1.0744 -0.0751 0.7948 0.3829
H 0.50467 -0.92773 1.17713 -0.9001 -0.1873 -0.2673 0.1150
H -1.67141 -1.48497 -1.75617 0.0358 -0.1266 -0.4113 0.2990
```
Forces are in eV/Å.

Computed properties:
HOMO-LUMO gap   8.67 eV
HOMO energy   -0.342 Eh
E_LUMO   -0.6 eV
2S+1   1



DFT (the ωB97M-V functional and the def2-TZVPD basis) results for a cluster of 2 separate species, C3H7BrF2N in total.

XYZ file:
```
14
Properties=species:S:1:pos:R:3:forces:R:3:mulliken_charge:R:1
C -1.16594 -0.31153 1.06277 1.7131 -0.0637 -0.2063 -0.7230
C -1.48211 -0.06147 -0.36868 -1.4000 1.9818 1.6931 0.2455
C 2.91874 -0.31505 -0.38316 -1.8789 -2.0946 0.3471 0.2859
N -2.28618 0.96193 -0.63936 3.4358 -4.4849 -2.0974 -0.2425
F 2.16615 -1.03427 -1.27090 -0.1178 0.4221 0.1131 -0.2053
F 3.07838 -1.09093 0.68875 -0.5689 -0.2013 1.0737 -0.1891
Br 1.90424 1.24474 0.09636 0.6478 0.3334 -0.2369 -0.1385
H -1.53088 0.52206 1.67645 -0.4966 -0.6695 0.1309 0.3064
H -1.40484 -1.36477 1.39601 0.1804 1.2846 -0.2737 0.3201
H -1.02886 -0.65196 -1.14757 -0.1584 -0.0298 -0.4187 0.4062
H -0.02832 -0.14291 1.14795 -1.4459 -0.7532 -0.2230 0.1008
H -2.61217 1.45019 0.13178 -1.2369 1.6289 1.1426 0.2477
H -2.40806 1.10546 -1.63658 -0.7206 0.9409 0.3383 0.2951
H 3.87984 -0.31150 -0.75383 2.0468 1.7053 -1.3830 0.2905
```
Forces are in eV/Å.

Computed properties:
HOMO-LUMO gap   9.58 eV
HOMO energy   -0.545 Eh
E_LUMO   -5.2 eV
2S+1   1
Total charge   +1



DFT (the ωB97M-V functional and the def2-TZVPD basis) results for the ion C3H7BrN with charge +1.

XYZ file:
```
12
Properties=species:S:1:pos:R:3:forces:R:3:mulliken_charge:R:1
C 0.08735 -0.80587 -0.97439 0.2211 0.9090 0.9963 -0.6008
C 0.51309 -1.16826 0.43263 -1.6969 0.2333 -0.8697 -0.4718
C -0.45556 -0.02612 0.18264 -0.1212 1.0149 -0.0403 0.3523
N 0.05391 1.45099 0.30460 0.2152 0.6588 -0.8425 -0.4165
Br -2.40738 -0.00953 0.48977 1.4788 -0.1046 0.0586 -0.0755
H 0.79031 -0.35817 -1.64710 0.0530 0.2195 -0.4255 0.2747
H -0.72289 -1.38681 -1.34313 0.0530 -0.7441 -0.8092 0.2546
H 0.07379 -2.09666 0.65257 -0.9307 -0.8489 0.9182 0.2549
H 1.46114 -1.15684 0.89680 1.1190 0.9321 0.0108 0.2960
H 0.68116 1.61934 1.08186 0.1649 -0.4207 0.6772 0.3642
H -0.71243 2.16469 0.44639 0.5434 -1.1811 -0.4275 0.3774
H 0.63749 1.77325 -0.52263 -1.0997 -0.6682 0.7538 0.3905
```
Forces are in eV/Å.

Computed properties:
SMILES   [NH3+]C1(Br)CC1
HOMO-LUMO gap   10.89 eV
HOMO energy   -0.542 Eh
E_LUMO   -3.9 eV
2S+1   1
Total charge   +1



DFT (the ωB97M-V functional and the def2-TZVPD basis) results for a structure of composition C3H7BrNO.

XYZ file:
```
13
Properties=species:S:1:pos:R:3:forces:R:3:mulliken_charge:R:1
C -1.00607 0.27725 -0.31746 -2.2220 -2.4942 3.8610 -0.4769
C -0.46926 -1.12991 -0.49571 -0.9513 -2.9060 -1.5098 -0.3536
C 1.18974 0.14583 0.80104 -1.5770 -4.5950 -2.8098 -0.1288
N 0.18256 1.06122 0.24830 -0.5581 0.7871 -1.5584 -0.1077
O 0.46190 -1.45005 0.51511 0.8184 4.4098 0.0787 -0.3764
Br 2.77012 0.20011 -0.16539 0.3520 0.1297 0.2558 0.0334
H -1.48611 0.58942 -1.18799 0.0197 1.4917 -1.5883 0.3593
H -1.90132 0.20616 0.45661 2.2381 0.5671 -1.0686 0.2767
H -1.31479 -1.95881 -0.51617 1.2569 1.8875 0.6915 0.3473
H -0.09437 -1.33859 -1.53641 0.4242 0.7772 0.8188 0.2868
H 1.15298 0.02230 1.82691 0.4856 0.4958 2.0157 0.3743
H 0.54468 1.59632 -0.56944 0.2913 -0.4725 0.6413 0.4174
H -0.03004 1.77875 0.94060 -0.5778 -0.0780 0.1723 0.3483
```
Forces are in eV/Å.

Computed properties:
HOMO-LUMO gap   10.71 eV
HOMO energy   -0.535 Eh
E_LUMO   -3.9 eV
2S+1   1
Total charge   +1



DFT (the ωB97M-V functional and the def2-TZVPD basis) results for a cluster of 2 separate species, C3H7BrNO in total.

XYZ file:
```
13
Properties=species:S:1:pos:R:3:forces:R:3:mulliken_charge:R:1
C -1.63577 -0.74175 -0.70370 -0.5518 0.7793 -0.1543 -0.4744
C -0.59612 -0.04405 0.08176 -1.0891 0.4088 -0.2754 0.1625
C 2.28228 -0.14505 0.88284 -0.9356 0.4147 -1.3822 -0.1921
N 0.51951 0.58592 -0.54000 1.7723 -0.5196 1.2338 -0.4582
O -0.61058 -1.41912 -0.02824 0.9483 -1.1182 0.4862 -0.3637
Br 3.77370 -0.07377 -0.13009 -0.0514 -0.0515 0.2398 0.1694
H -2.62787 -0.83814 -0.27918 -0.0135 -0.0692 -0.0054 0.2585
H -1.57861 -0.74587 -1.78546 0.0680 -0.0038 -0.0463 0.2394
H -0.84330 0.37543 1.05284 0.0590 0.0218 -0.0339 0.4002
H 2.11206 0.64859 1.59638 -0.0114 0.0179 0.0183 0.3485
H 1.76996 -1.09661 0.96872 0.0357 0.0388 0.0301 0.3526
H 0.54209 1.59862 -0.49592 -0.1312 -0.0472 -0.1450 0.2679
H 0.76698 0.20964 -1.45107 -0.0993 0.1282 0.0342 0.2894
```
Forces are in eV/Å.

Computed properties:
HOMO-LUMO gap (spin up / spin down)   8.04 / 8.04 eV
HOMO energy (spin up / spin down)   -0.529 / -0.529 Eh
E_LUMO (spin up / spin down)   -6.4 / -6.4 eV
2S+1   1
Total charge   +1



DFT (the ωB97M-V functional and the def2-TZVPD basis) results for a structure of composition C3H7CeO2.

XYZ file:
```
13
Properties=species:S:1:pos:R:3:forces:R:3:lowdin_spin:R:1
O 1.98237 0.64372 -0.82566 -1.5364 2.9192 -3.8684 -0.0210
C 1.78008 -0.20432 0.16015 -1.5856 1.6340 1.0619 -0.0032
C 0.33964 -0.62665 0.38700 0.1340 -1.0484 0.7691 -0.0009
O -0.49745 0.27691 -0.32880 0.9665 1.6616 -0.0725 -0.0035
C -1.89556 0.01255 -0.24988 -1.1211 -0.4507 -0.1020 -0.0003
Ce 0.62826 2.29739 -0.92173 1.7638 -2.5901 0.6657 1.0328
H 2.32274 -1.11728 -0.15189 1.2739 0.3349 2.1777 -0.0005
H 0.10955 -0.56525 1.46409 -0.0348 -0.2636 -0.4322 -0.0002
H 0.17206 -1.65754 0.03788 -0.0838 0.3014 -0.0654 -0.0002
H -2.15508 -0.36061 0.74971 0.0224 0.1730 -0.3092 0.0000
H -2.41209 0.95706 -0.44716 -0.1208 -0.1874 0.0599 -0.0001
H -2.14914 -0.72149 -1.02549 -0.0605 0.1590 0.3063 -0.0001
H 1.77462 1.06551 1.15179 0.3824 -2.6429 -0.1909 -0.0030
```
Forces are in eV/Å.

Computed properties:
HOMO-LUMO gap (spin up / spin down)   7.90 / 8.05 eV
HOMO energy (spin up / spin down)   -0.658 / -0.659 Eh
E_LUMO (spin up / spin down)   -10.0 / -9.9 eV
2S+1   2
Total charge   +2



DFT (the ωB97M-V functional and the def2-TZVPD basis) results for an isolated molecule of C3H7Cl2N.

XYZ file:
```
13
Properties=species:S:1:pos:R:3:forces:R:3:mulliken_charge:R:1
C 1.61367 0.44664 -0.28541 -2.5179 3.5332 1.1025 -0.7658
C -0.46882 -0.63599 0.46986 0.9532 -0.0265 1.1177 -0.6446
C -1.57018 0.05197 -0.36650 0.9549 1.3905 2.6834 -0.0469
H 1.61574 1.04804 0.72292 0.6122 -1.0666 -1.2579 0.2577
H 2.57697 0.16260 -0.62712 0.9362 0.4267 -0.4022 0.3642
H 1.05462 1.27479 -0.91612 1.3630 -2.0374 0.5108 0.2015
H 1.39425 -1.29568 0.39295 2.5774 -3.6011 3.0584 0.2087
H -0.71216 -1.66655 0.76351 -0.5499 0.4306 -0.1370 0.3950
H -0.32260 -0.01883 1.38003 -0.5438 -0.3669 -0.0271 0.3674
H -1.32756 -0.01939 -1.35878 0.3761 0.1019 -2.5191 0.3805
N 0.86451 -0.76717 -0.14372 -3.9017 3.0273 -3.7042 -0.3697
Cl -3.19603 -0.48391 -0.11372 -0.2547 -0.4468 0.1951 -0.1467
Cl -1.52241 1.90349 0.08210 -0.0051 -1.3651 -0.6203 -0.2011
```
Forces are in eV/Å.

Computed properties:
SMILES   CNCC(Cl)Cl
HOMO-LUMO gap   10.16 eV
HOMO energy   -0.340 Eh
E_LUMO   0.9 eV
2S+1   1